141
Properties=species:S:1:pos:R:3:forces:R:3:lowdin_charge:R:1 method="wB97M-V/def2-TZVPD" total_energy_ev=-145186.2848 spin_multiplicity=1 lumo_energy_ev=-3.6727 charge=+1 e_homo_ev=-10.66
C 1.8863 2.0674 -2.1493 -0.6 -0.1 0.2 -0.032
C 1.4092 2.6807 -0.8578 0.0 0.1 0.1 -0.252
C 1.9745 3.8060 -0.2756 -0.2 -0.2 0.1 -0.019
C 1.4570 4.3020 0.9173 0.2 0.1 -0.5 -0.012
C 0.3712 3.7244 1.5609 -0.2 0.5 0.3 -0.122
C -0.1859 4.3173 2.8475 -0.3 -0.3 0.4 -0.360
C 0.7606 5.3011 3.5398 0.7 -0.6 -0.8 -0.070
C -1.5936 4.9115 2.6715 0.0 0.1 0.6 -0.054
C -0.2069 2.5996 0.9660 0.7 1.0 0.2 -0.195
O -1.3261 2.0692 1.6216 0.3 -0.6 -0.6 -0.030
C -1.3331 0.6848 1.8095 0.1 0.3 0.4 -0.102
N -2.6652 0.1681 1.3834 0.0 0.4 0.5 0.049
C -3.6442 0.5258 2.1200 -0.2 -0.4 0.2 0.047
C -4.9722 0.0652 1.6344 1.4 0.6 -0.5 -0.054
C -4.5370 -0.8795 0.4688 -2.2 0.6 0.2 -0.077
C -3.0347 -0.7052 0.2057 0.7 -0.8 0.9 -0.308
C -2.5751 -0.0102 -1.0899 -0.6 0.0 -0.1 -0.088
C -3.5562 -0.1127 -2.2913 0.7 0.6 -0.3 -0.166
C -3.9871 1.2822 -2.8203 -0.2 -0.3 -0.8 -0.178
C -3.4155 1.4899 -4.2366 0.6 -0.1 0.2 -0.209
C -1.8949 1.6823 -4.2305 0.1 0.2 -0.5 -0.206
C -1.3106 1.7324 -5.6627 0.6 0.1 -0.1 -0.241
C -0.0278 0.8926 -5.8238 0.2 -0.3 0.1 -0.450
S 1.2607 1.7712 -6.7744 0.3 0.7 -0.3 0.999
C 2.7069 1.2516 -5.9476 -0.5 -1.0 0.7 -0.697
N 2.7628 0.2171 -5.1693 -0.2 0.0 -0.1 0.026
N 4.0541 0.1649 -4.6812 0.3 0.2 0.1 0.047
C 4.6835 1.1572 -5.2004 -0.5 -0.8 0.4 -0.177
O 3.8864 1.8949 -6.0131 0.2 0.7 -0.5 0.045
C -2.3429 -2.0571 0.5690 -0.4 -0.1 -0.1 -0.091
C -2.4188 -3.1249 -0.5354 0.3 0.3 0.6 -0.027
C -1.2337 -3.0756 -1.5203 -1.6 0.3 -0.3 -0.414
F -1.7373 -2.5074 -2.6617 0.4 -0.1 -0.2 0.102
F -0.2417 -2.2543 -1.1208 0.4 -0.4 0.1 0.120
C -0.7310 -4.4652 -1.9721 -0.5 0.3 -0.7 -0.350
F -1.8403 -5.1085 -2.4134 -0.1 -0.1 0.3 0.153
F 0.0125 -4.2996 -3.0718 0.7 0.0 0.5 0.160
C -0.0611 -5.4205 -0.9243 -0.6 -0.6 -0.6 -0.352
F 0.7024 -6.2888 -1.5963 0.6 0.4 0.1 0.174
F -1.0579 -6.1762 -0.4069 -0.2 0.5 0.4 0.151
C 0.6882 -4.8538 0.3147 0.7 -0.9 1.1 -0.411
F -0.0044 -3.9398 1.0033 -0.4 0.3 -0.7 0.134
F 0.7917 -5.8938 1.1543 0.2 -0.2 -0.3 0.135
S 2.4672 -4.2306 0.0925 1.3 0.5 1.3 0.777
F 2.2717 -4.0009 -1.4551 -0.4 0.0 0.1 -0.120
F 2.0371 -2.7346 0.4291 -0.3 0.0 -0.6 -0.139
F 2.6892 -4.4311 1.6583 0.0 0.1 -0.1 -0.124
F 3.0015 -5.6988 -0.1132 -0.5 -0.1 -0.6 -0.104
F 3.9463 -3.7107 -0.0544 -0.1 -0.1 0.0 -0.098
C 0.3151 2.1092 -0.2133 -0.5 -0.7 0.0 0.014
H 2.2292 2.8315 -2.8454 0.2 -0.1 0.0 0.087
H 1.0294 1.5558 -2.5930 0.1 0.0 -0.3 0.057
H 2.6315 1.2895 -1.9806 0.3 0.2 -0.1 0.089
H 2.8097 4.3160 -0.7407 0.0 -0.1 0.0 0.120
H 1.9344 5.1913 1.3053 -0.1 0.0 0.2 0.110
H -0.2976 3.4744 3.5430 0.0 0.0 -0.1 0.135
H 0.8206 6.2425 2.9892 -0.2 0.1 0.3 0.087
H 0.5418 5.4380 4.5964 -0.3 0.2 -0.1 0.080
H 1.7647 4.8673 3.4831 0.0 0.1 0.2 0.080
H -1.8369 5.5139 3.5522 0.1 0.0 0.0 0.079
H -1.6788 5.5714 1.8069 0.0 -0.2 -0.1 0.090
H -2.3474 4.1233 2.6537 0.0 0.1 -0.4 0.058
H -1.2838 0.5074 2.8881 0.0 -0.2 -0.1 0.153
H -0.4905 0.1573 1.3657 -0.3 0.0 -0.5 0.148
H -3.4103 1.1583 2.9711 -0.3 0.0 0.1 0.168
H -5.4078 1.0103 1.2803 -0.4 -0.2 -0.1 0.144
H -5.6425 -0.3703 2.3694 0.2 0.0 0.2 0.135
H -5.2486 -0.6497 -0.3240 0.6 0.0 -0.5 0.117
H -4.8530 -1.8774 0.7737 0.6 -0.2 -0.1 0.128
H -1.5936 -0.3605 -1.4063 0.0 -0.2 0.2 0.098
H -2.4373 1.0486 -0.8573 -0.1 0.0 0.0 0.110
H -4.4000 -0.7792 -2.1231 0.0 0.1 0.1 0.102
H -2.9919 -0.5531 -3.1124 -0.1 -0.3 0.1 0.088
H -3.6193 2.0870 -2.1790 -0.2 0.0 0.1 0.105
H -5.0724 1.3692 -2.9122 0.0 0.0 0.3 0.108
H -3.8840 2.3334 -4.7479 0.0 0.0 0.1 0.120
H -3.5838 0.5917 -4.8409 -0.4 0.1 0.0 0.117
H -1.6292 2.6175 -3.7268 -0.1 -0.1 0.1 0.120
H -1.3917 0.8766 -3.6833 -0.2 0.0 0.1 0.093
H -1.0499 2.7648 -5.9087 -0.2 0.0 0.0 0.091
H -2.0284 1.3978 -6.4139 -0.1 0.1 0.1 0.110
H 0.4358 0.6358 -4.8737 -0.1 0.1 0.1 0.044
H -0.2254 -0.0422 -6.3475 0.0 0.0 0.1 0.081
H 5.7204 1.3743 -5.0131 0.0 0.4 -0.4 0.133
H -1.3334 -1.8992 0.9487 0.1 0.0 -0.4 0.108
H -2.9077 -2.4488 1.4187 0.1 0.0 0.0 0.129
H -3.3451 -2.9608 -1.0882 0.2 -0.1 -0.3 0.140
H -2.5280 -4.1159 -0.0944 0.2 0.0 0.1 0.130
H -0.1458 1.2349 -0.6630 0.0 0.0 -0.1 0.099
O -0.3961 5.7164 10.5979 -0.2 3.9 0.1 -0.229
P -1.2647 5.7858 9.3849 -0.1 -8.3 -1.1 0.618
O -2.3439 4.6010 9.8487 -0.5 0.9 0.0 -0.231
C -2.7749 4.4682 11.1988 0.0 -0.3 0.3 -0.293
C -3.8789 5.4431 11.5632 0.0 0.0 -0.1 -0.077
O -0.3487 4.9462 8.3204 0.0 1.2 -0.3 -0.220
C 1.0213 4.6500 8.5850 0.3 -0.2 0.1 -0.292
C 1.1533 3.3146 9.2869 -0.1 -0.1 0.1 -0.074
O -2.2239 6.1550 8.1134 0.7 2.4 1.0 -0.194
C -3.5927 6.5268 8.2529 -0.6 0.4 0.0 -0.277
C -3.7590 7.9436 8.7643 0.2 0.0 -0.1 -0.072
H -1.9397 4.5700 11.8923 0.1 0.1 -0.1 0.105
H -3.1468 3.4470 11.3043 0.0 0.0 -0.1 0.118
H -3.5577 6.4757 11.4066 0.0 0.0 0.1 0.065
H -4.1585 5.3254 12.6106 0.0 0.0 0.0 0.082
H -4.7697 5.2712 10.9568 0.0 0.0 0.0 0.073
H 1.4959 5.4508 9.1500 -0.1 0.0 0.1 0.107
H 1.5268 4.5990 7.6177 -0.2 0.1 -0.1 0.110
H 0.5951 3.3019 10.2229 0.1 0.1 0.0 0.072
H 2.1998 3.0941 9.5019 0.0 0.0 0.0 0.079
H 0.7483 2.5162 8.6626 0.1 0.0 -0.1 0.075
H -4.1277 5.8078 8.8696 0.2 -0.1 0.1 0.094
H -4.0248 6.4519 7.2533 0.2 0.0 -0.1 0.124
H -3.2508 8.0797 9.7226 -0.1 0.0 0.0 0.068
H -4.8150 8.1826 8.8896 0.0 0.0 0.0 0.085
H -3.3244 8.6562 8.0626 0.0 0.0 0.0 0.081
O 2.9336 -6.9417 -7.2856 0.0 -2.1 2.1 -0.234
P 4.3206 -6.7534 -6.7943 2.0 4.5 -3.7 0.537
O 4.3605 -5.2200 -6.2112 0.0 -1.0 0.5 -0.193
C 3.2232 -4.6414 -5.5838 -0.4 0.4 0.1 -0.274
C 3.0741 -5.0631 -4.1345 0.3 -0.1 -0.1 -0.075
O 5.1745 -6.6080 -8.1649 0.0 -0.5 0.3 -0.203
C 4.5802 -6.7862 -9.4488 -0.1 0.1 -0.3 -0.286
C 4.0774 -5.4685 -9.9997 0.0 0.2 0.1 -0.075
O 5.6744 -7.2618 -6.0723 -1.7 -1.1 0.7 -0.172
C 5.8790 -7.1770 -4.6630 0.2 -0.2 0.6 -0.270
C 5.0979 -8.2292 -3.9012 0.0 -0.1 -0.2 -0.073
H 2.3093 -4.8650 -6.1374 0.1 -0.2 -0.1 0.110
H 3.3608 -3.5594 -5.6313 0.1 0.0 -0.1 0.119
H 2.9985 -6.1501 -4.0480 -0.1 0.0 0.0 0.070
H 2.1805 -4.6213 -3.7060 0.0 0.0 -0.1 0.042
H 3.9313 -4.7358 -3.5432 0.0 0.0 0.0 0.081
H 3.7894 -7.5342 -9.4164 -0.1 0.1 0.1 0.105
H 5.3621 -7.1785 -10.1015 0.1 0.0 0.1 0.117
H 3.3478 -5.0114 -9.3300 -0.1 -0.1 0.0 0.071
H 3.6124 -5.6118 -10.9761 0.0 0.0 0.0 0.077
H 4.9018 -4.7617 -10.1051 0.0 0.0 -0.1 0.077
H 5.6666 -6.1713 -4.3004 -0.2 0.0 -0.2 0.099
H 6.9462 -7.3370 -4.5062 0.0 0.0 -0.2 0.126
H 4.0277 -8.1594 -4.1140 0.0 0.0 0.1 0.064
H 5.2514 -8.1151 -2.8276 0.0 0.0 0.0 0.081
H 5.4214 -9.2288 -4.1922 0.0 0.0 0.0 0.082


145
Properties=species:S:1:pos:R:3:forces:R:3:lowdin_charge:R:1 method="wB97M-V/def2-TZVPD" total_energy_ev=-134765.5358 spin_multiplicity=1 lumo_energy_ev=1.8150 charge=-1 e_homo_ev=-6.76
C 0.2051 2.2962 0.8358 -0.5 1.0 -0.1 -0.588
F 0.9879 1.7307 -0.0742 -0.1 0.2 0.7 0.153
F 0.8858 2.9767 1.7675 0.2 -0.8 -0.4 0.124
F -0.5442 3.2370 0.2116 0.1 -1.0 0.4 0.110
S -0.9318 0.9885 1.7170 -1.8 -1.1 1.5 0.798
O -0.9554 1.2160 3.1637 0.7 0.1 -2.2 -0.292
O -2.2583 1.0895 1.0656 3.1 -0.1 0.8 -0.323
N -0.0224 -0.5597 1.5051 -1.5 4.3 0.4 -0.302
S -0.7321 -1.2347 0.3270 -2.8 -3.7 -3.1 0.589
O -2.1345 -1.5461 0.6005 1.4 -0.3 -0.1 -0.302
O -0.5133 -0.7220 -1.0196 0.6 -0.3 1.2 -0.319
C 0.1968 -2.9890 0.3154 0.1 1.2 1.2 -0.551
F -0.1312 -3.7028 1.4267 0.0 0.4 -1.2 0.107
F -0.1017 -3.6984 -0.7861 -0.1 0.3 0.7 0.106
F 1.5287 -2.7916 0.3499 -0.6 -0.2 -0.3 0.123
O 2.9014 -2.9382 3.4064 1.2 -3.5 -1.9 0.112
C 3.0928 -3.9927 2.7888 -1.9 1.6 1.1 -0.441
O 3.9552 -4.1684 1.7786 2.0 1.2 -1.1 0.005
C 4.1226 -5.5300 1.3161 -0.1 0.6 1.3 -0.154
C 2.7940 -6.1198 1.6462 -0.7 0.0 -0.6 -0.172
C 2.3252 -5.3140 2.8601 0.0 -0.9 0.4 -0.066
H 4.9145 -5.9811 1.9140 0.3 0.0 -0.1 0.124
H 4.3479 -5.5994 0.2519 0.2 0.6 0.2 0.120
H 2.8664 -7.2019 1.7552 -0.3 0.1 0.2 0.118
H 2.1862 -5.8782 0.7742 -0.5 -0.3 0.1 0.104
H 2.6530 -5.8733 3.7363 -0.2 0.2 0.4 0.122
H 1.2433 -5.1882 2.9017 0.2 0.2 0.1 0.111
O -2.7792 -8.7423 1.6254 0.2 0.2 -0.4 0.101
C -2.5618 -7.8654 0.8244 -0.6 -1.3 2.2 -0.486
O -2.1239 -8.1587 -0.4166 -0.1 -1.8 0.9 0.033
C -2.0029 -6.9924 -1.1482 1.1 0.4 -1.1 -0.214
C -2.9370 -6.0809 -0.4554 0.5 2.9 0.2 -0.151
C -2.7413 -6.3766 1.0446 -0.8 -1.2 -1.6 -0.041
H -2.1753 -7.2206 -2.2000 -0.4 0.1 0.0 0.131
H -0.9565 -6.6905 -1.1028 0.1 0.4 0.1 0.109
H -3.9561 -6.2971 -0.7759 -0.1 0.1 0.3 0.131
H -2.6810 -5.0369 -0.6359 -0.4 0.1 -0.4 0.115
H -3.6526 -6.0953 1.5722 0.3 -0.4 0.3 0.117
H -1.8616 -6.0275 1.5854 0.0 0.5 -0.5 0.128
O 2.8856 6.6868 -0.7107 1.2 -1.9 1.4 0.072
C 3.5380 5.8035 -0.1505 -0.3 1.8 -1.3 -0.405
O 3.0493 4.5578 0.0477 0.7 0.2 -0.1 0.024
C 4.0942 3.6944 0.5400 0.6 -0.7 0.4 -0.162
C 5.1933 4.5894 1.0725 -0.2 0.0 0.4 -0.166
C 5.0148 5.9086 0.3462 -1.0 -0.4 0.3 -0.055
H 4.5201 2.9968 -0.1811 -0.8 0.1 -0.6 0.129
H 3.7650 3.1306 1.4129 -0.7 -0.3 -0.6 0.120
H 6.1853 4.1569 0.9419 -0.1 0.0 0.2 0.122
H 4.8804 4.5939 2.1166 0.9 0.9 0.3 0.117
H 5.7058 5.9896 -0.4928 -0.2 0.2 -0.1 0.125
H 5.1432 6.7659 1.0070 -0.1 0.1 -0.3 0.121
O -0.5075 4.5217 -6.0534 2.5 0.9 2.0 0.066
C 0.3035 4.6289 -5.1219 -2.7 -1.7 -1.1 -0.417
O 0.7730 5.8029 -4.6417 -0.1 -0.1 0.6 0.030
C 1.6014 5.5775 -3.4447 1.1 0.2 -1.2 -0.141
C 1.3955 4.1441 -3.0553 -0.2 -0.4 0.9 -0.160
C 0.7693 3.4437 -4.2414 0.4 0.4 -0.1 -0.058
H 1.4852 6.2639 -2.6060 -0.9 0.2 -0.5 0.079
H 2.6244 5.7791 -3.7622 0.2 -0.1 -0.2 0.122
H 0.6729 4.1572 -2.2394 0.1 -0.3 0.2 0.106
H 2.3275 3.6856 -2.7250 -0.1 0.0 0.1 0.119
H -0.0101 2.7622 -3.9003 -0.6 0.5 -0.4 0.106
H 1.4598 2.7685 -4.7467 0.2 0.4 -0.4 0.106
O -4.0770 -3.6601 2.4921 -0.7 1.0 0.3 0.082
C -4.1852 -2.5475 2.9789 -0.4 -0.8 -3.9 -0.507
O -3.5590 -2.2480 4.0494 1.8 0.1 3.4 0.067
C -3.6457 -0.8941 4.4423 -0.1 1.2 0.2 -0.153
C -4.7902 -0.3214 3.6140 0.8 0.9 -0.7 -0.136
C -4.9035 -1.2881 2.4136 -0.7 -0.5 1.5 -0.038
H -2.7151 -0.3494 4.2831 0.3 -0.4 -0.9 0.094
H -3.7284 -0.7100 5.5135 -0.7 -1.0 0.2 0.127
H -4.4013 0.6275 3.2448 -0.5 0.3 0.1 0.086
H -5.7024 -0.1462 4.1844 0.0 -0.2 -0.1 0.115
H -4.4904 -0.8507 1.5047 0.3 -0.5 0.1 0.105
H -5.9466 -1.5598 2.2515 0.0 0.0 -0.3 0.116
O 2.7678 0.5563 -4.6183 -1.2 -1.3 0.6 0.075
C 2.0720 -0.4408 -4.4622 -0.6 1.6 0.2 -0.493
O 2.2519 -1.5216 -5.1637 0.7 -2.4 -1.8 0.032
C 1.3322 -2.6386 -4.8635 -0.1 1.1 0.7 -0.096
C 0.7489 -2.2461 -3.5066 -0.1 -0.2 0.2 -0.163
C 0.8758 -0.7256 -3.5562 1.2 0.6 1.4 -0.080
H 1.9472 -3.5385 -4.8577 -0.3 0.1 -0.2 0.117
H 0.4952 -2.6355 -5.5618 0.5 -0.2 -0.6 0.124
H 1.2785 -2.7731 -2.7130 0.5 0.6 0.2 0.100
H -0.2781 -2.5331 -3.2810 -0.1 -0.1 -0.7 0.113
H 1.1831 -0.3346 -2.5862 -0.5 0.2 0.0 0.104
H -0.0368 -0.2233 -3.8769 0.1 0.1 -0.1 0.127
O -7.6965 3.4964 1.0335 2.8 -0.1 -0.4 0.060
C -6.4912 3.6031 0.7695 -2.6 -0.2 1.2 -0.458
O -6.0684 4.5279 -0.0884 0.7 -0.1 -1.0 0.032
C -4.6156 4.4281 -0.2898 -0.2 0.7 1.7 -0.103
C -4.1548 3.7732 1.0196 1.3 1.0 -1.3 -0.179
C -5.2831 2.8358 1.3322 0.3 0.2 -0.1 -0.073
H -4.2293 5.4434 -0.3793 -0.2 -0.2 -0.4 0.109
H -4.2929 3.8142 -1.1306 -0.6 0.1 -0.3 0.125
H -3.9634 4.5002 1.8089 -0.4 0.2 0.0 0.121
H -3.1696 3.3968 0.7446 -0.1 -0.8 0.5 0.088
H -5.2645 2.6296 2.4023 -0.8 -0.3 -0.2 0.117
H -5.1460 1.9435 0.7214 -0.2 -0.4 0.3 0.127
O -2.6199 6.4812 -2.2381 2.9 0.6 2.6 0.077
C -1.7064 6.7023 -1.4224 -2.1 0.0 -1.3 -0.403
O -1.4340 5.8613 -0.3773 -1.9 -0.6 -0.5 -0.015
C -0.3481 6.2709 0.4196 1.4 1.0 -1.6 -0.170
C -0.1795 7.7662 0.0685 0.0 0.2 0.6 -0.140
C -0.7132 7.9090 -1.3713 -0.6 -2.5 0.4 -0.037
H 0.4987 5.7265 0.0016 0.4 0.0 0.2 0.093
H -0.3582 6.0227 1.4809 -0.9 0.1 -0.1 0.133
H 0.8681 7.9896 0.2701 -0.1 0.5 -0.5 0.097
H -0.8009 8.3854 0.7156 0.0 0.0 0.2 0.110
H 0.0116 7.5113 -2.0816 0.3 0.8 -0.3 0.100
H -1.2524 8.7933 -1.7108 0.5 0.0 0.2 0.125
C -0.0515 -1.8864 4.8645 -0.6 0.6 -2.9 -0.104
O 0.7956 -1.1581 3.9376 0.8 -0.6 2.4 -0.166
H -0.8469 -1.2065 5.1697 0.1 0.0 0.9 0.054
H -0.5748 -2.6182 4.2490 -0.2 -0.5 0.2 0.064
H 0.4503 -2.4599 5.6439 0.4 0.7 0.0 0.080
H 0.3676 -0.9201 3.1118 -0.5 -0.6 0.4 -0.033
C 1.8258 1.9120 4.7265 0.1 0.0 -0.3 -0.146
O 3.0249 1.1062 4.6016 -1.2 0.4 0.3 -0.112
H 1.6892 2.5444 3.8493 0.5 0.5 0.1 0.047
H 0.8680 1.3920 4.7069 0.6 -1.0 0.3 0.048
H 1.8432 2.4879 5.6518 0.1 0.3 0.0 0.071
H 3.7379 1.7082 4.8270 0.1 -0.1 0.0 0.056
C -2.1444 1.4046 -1.9323 -0.1 -0.6 -0.9 -0.165
O -2.4422 2.3405 -2.9396 -0.3 1.3 -0.4 -0.119
H -1.2363 1.7684 -1.4515 -0.2 -0.4 -0.1 0.057
H -2.9460 1.2579 -1.2084 0.0 0.2 0.1 0.069
H -2.0021 0.4669 -2.4693 0.5 -0.3 0.7 0.071
H -3.0252 1.9637 -3.6027 0.0 -0.1 0.1 0.080
C 3.4153 -0.4075 0.7898 0.1 1.2 0.6 -0.148
O 2.5995 -0.2946 1.9466 0.8 -0.3 -0.5 -0.136
H 3.9573 0.5381 0.7763 0.4 0.2 -0.6 0.052
H 4.1861 -1.1760 0.8475 -0.4 -0.4 0.2 0.074
H 2.8553 -0.4853 -0.1421 -0.1 -0.2 -0.1 0.069
H 1.6856 -0.2420 1.6574 0.0 -0.3 0.0 -0.025
N 2.7765 -7.4849 -4.0467 -1.6 1.6 0.4 0.014
C 1.6704 -7.1129 -4.7887 -0.4 0.1 0.0 -0.134
C 0.8115 -6.3304 -4.0044 1.2 -1.6 -2.7 -0.124
C 1.4369 -6.1879 -2.7845 0.0 0.4 1.3 -0.139
C 2.6422 -6.8609 -2.7990 0.3 -1.0 -0.6 -0.112
H 3.4853 -8.1517 -4.3169 -0.2 0.4 0.1 0.143
H 1.5661 -7.3407 -5.8392 0.1 -0.3 0.1 0.099
H -0.1427 -5.9889 -4.3777 0.1 0.2 0.3 0.100
H 0.8862 -5.6255 -2.0451 0.9 -0.1 0.7 0.073
H 3.4293 -7.0926 -2.0967 -0.4 0.4 0.3 0.096